19
Properties=species:S:1:pos:R:3:mulliken_charge:R:1 method="wB97M-V/def2-TZVPD" energy_ha=-1068.29232 lumo_energy_ev=0.6 homo_ev=-7.76 multiplicity=1 molar_mass_g_mol=144.3
C 0.7368 -0.2331 -1.1242 -0.757
C 0.9493 -1.4496 -0.1824 -0.529
S 1.9116 -0.8712 1.3735 -0.143
S 0.5376 0.4406 2.0837 -0.066
C 1.5085 1.8383 2.5805 -0.900
H -0.3875 -0.0831 -1.2819 0.159
H 1.3838 -0.4308 -2.0170 0.326
H 1.2848 0.7138 -0.8214 0.273
H 0.0520 -1.9317 0.2544 0.333
H 1.5946 -2.1611 -0.6566 0.340
H 1.1637 2.8034 2.9679 0.349
H 2.4458 1.6055 3.1041 0.328
H 1.9324 2.1336 1.6229 0.279
O -1.8184 2.0904 -0.8433 -0.624
H -2.6189 2.6945 -1.0499 0.309
H -1.9923 1.7861 0.0974 0.320
O -2.8730 -2.7751 -1.7505 -0.643
H -3.2231 -2.4219 -2.5734 0.317
H -2.5877 -3.7485 -1.7836 0.328


19
Properties=species:S:1:pos:R:3:mulliken_charge:R:1 method="wB97M-V/def2-TZVPD" energy_ha=-1068.26677 lumo_energy_ev=0.2 homo_ev=-8.99 multiplicity=1 molar_mass_g_mol=144.3
C 0.6822 -2.4492 -0.3020 -0.894
C -0.7260 -1.9741 -0.1020 -0.608
S -1.5244 -0.7826 1.0033 -0.098
S -0.0798 -1.0508 2.5651 -0.112
C 1.1855 0.1548 1.9725 -0.558
H 0.9833 -3.2688 0.3926 0.355
H 0.9149 -2.4911 -1.3804 0.306
H 1.4654 -1.7528 0.0133 0.178
H -1.1508 -2.9916 0.2837 0.316
H -1.0432 -1.7008 -1.1604 0.404
H 0.5216 0.9446 1.8190 0.256
H 1.6803 -0.3921 1.2138 0.165
H 1.9838 0.4103 2.7882 0.298
O -0.0964 1.5250 -1.2849 -0.585
H -0.1776 0.5868 -1.1676 0.260
H -0.9751 1.9251 -1.3851 0.309
O -1.0403 4.7880 -1.9375 -0.651
H -0.7490 4.2712 -1.0339 0.331
H -1.8544 4.2481 -2.2975 0.329


18
Properties=species:S:1:pos:R:3:mulliken_charge:R:1 method="wB97M-V/def2-TZVPD" energy_ha=-347.15706 lumo_energy_ev=0.7 homo_ev=-10.25 multiplicity=1 molar_mass_g_mol=96.1
C 1.8342 -0.6729 -0.0127 -0.595
O 2.2961 -1.1151 1.2487 -0.548
H 0.7630 -0.8824 -0.1554 0.150
H 1.9045 0.4115 -0.0373 0.299
H 2.3126 -1.1367 -0.8779 0.409
H 2.5089 -2.0497 1.1970 0.291
C -0.9977 0.2466 2.1508 -0.492
O 0.2119 0.9811 2.0456 -0.493
H -1.0959 -0.5254 1.3824 0.185
H -1.1012 -0.1975 3.1445 0.278
H -1.8137 0.9573 2.0195 0.212
H 0.9367 0.3500 2.1293 0.300
C -1.0409 0.4940 -2.1339 -0.422
O -1.7328 0.5555 -3.3727 -0.534
H -1.7177 0.3274 -1.2905 0.236
H -0.3645 -0.3566 -2.1760 0.143
H -0.4667 1.4083 -1.9643 0.279
H -2.4367 1.2045 -3.2971 0.303


18
Properties=species:S:1:pos:R:3:mulliken_charge:R:1 method="wB97M-V/def2-TZVPD" energy_ha=-347.20013 lumo_energy_ev=0.5 homo_ev=-10.28 multiplicity=1 molar_mass_g_mol=96.1
C 0.2992 1.9110 -2.4202 -1.248
C -0.5812 1.2010 -1.4147 -0.174
C 0.2750 0.5984 -0.3224 -0.584
O -0.4523 0.0769 0.7698 -0.485
H 0.9369 1.2227 -2.9758 0.323
H -0.2534 2.4834 -3.1624 0.348
H 0.8925 2.6606 -1.8908 0.323
H -1.1808 0.4142 -1.8829 0.284
H -1.2722 1.9448 -1.0217 0.261
H 0.9733 1.3326 0.0196 0.387
H 0.8821 -0.1789 -0.8007 0.327
H -0.9059 -0.7121 0.4583 0.272
O 2.2000 -0.4357 2.8469 -0.633
H 1.7238 -0.7875 2.0747 0.323
H 2.8383 0.1865 2.4885 0.310
O -1.7485 -2.7128 0.1574 -0.652
H -2.3333 -3.4414 -0.0840 0.309
H -2.2851 -2.2434 0.8101 0.309


18
Properties=species:S:1:pos:R:3:mulliken_charge:R:1 method="wB97M-V/def2-TZVPD" energy_ha=-346.77057 lumo_energy_ev="-3.6 / -10.1" homo_ev="-13.56 / -13.40" multiplicity=2 total_charge=+1 molar_mass_g_mol=96.1
C 0.9419 -2.7741 -1.8259 -0.437
O 2.2960 -3.3534 -1.5519 -0.493
H 0.7249 -2.3787 -0.8336 0.097
H 0.9232 -2.0035 -2.5966 0.257
H 0.1930 -3.5622 -1.9054 0.319
H 2.9603 -2.6615 -1.5911 0.282
C -0.4636 2.5839 2.3484 -0.703
O 0.1871 2.5329 1.0825 -0.596
H -1.3441 3.2225 2.2781 0.309
H -0.7173 1.6547 2.8585 0.329
H 0.2736 3.0508 3.0016 0.334
H 1.0078 2.0746 1.2773 0.338
C -1.2104 -0.0798 -0.5296 -0.558
O -1.7385 1.1228 -0.0502 -0.065
H -1.9454 -0.8057 -0.8773 0.373
H -0.6073 0.2420 -1.3787 0.380
H -0.5026 -0.5444 0.1569 0.365
H -0.9788 1.6791 0.1370 0.470


19
Properties=species:S:1:pos:R:3:mulliken_charge:R:1 method="wB97M-V/def2-TZVPD" energy_ha=-422.35346 lumo_energy_ev=0.8 homo_ev=-8.89 multiplicity=1 molar_mass_g_mol=112.1
C 0.1360 1.8650 -1.3772 -1.009
C 1.2315 1.9628 -2.1152 0.775
C 2.5003 2.3177 -1.5293 -0.879
O 1.4183 1.8354 -3.4884 -0.492
H -0.0549 2.0708 -0.4165 0.338
H -0.8650 1.5081 -1.6465 0.279
H 2.6074 3.3512 -1.0666 0.269
H 2.8339 1.4987 -0.8159 0.195
H 3.2644 2.6324 -2.4052 0.234
H 2.1644 2.2452 -3.7944 0.290
O -6.2894 -1.1357 2.5005 -0.651
H -7.1176 -0.8788 2.0776 0.323
H -5.6954 -0.3671 2.6762 0.328
O 2.8566 0.8667 4.3745 -0.631
H 3.3942 0.3952 5.1156 0.330
H 2.9064 1.7157 4.6901 0.301
O -1.0010 -6.3463 -0.2334 -0.624
H -1.4873 -5.6842 0.2040 0.313
H -1.0341 -7.1201 0.2857 0.311